Record 1
A structure of composition C12H18BEuNO6S in a non-equilibrium geometry, computed with ωB97M-V with the def2-TZVPD basis set.

Geometry as ORCA input:
```
! wB97M-V def2-TZVPD RIJCOSX def2/J DEFGRID3
* xyz 3 7
C 1.44 -2.86 1.11
C 0.79 -1.95 -0.06
C 1.82 -0.95 -0.83
C 1.99 0.50 -0.16
B 3.06 1.22 -1.21
N 4.40 1.79 -0.79
O 2.73 1.34 -2.62
C 0.78 1.56 -0.18
O 0.58 2.21 1.13
S 2.14 2.08 1.82
O 2.78 3.37 1.35
O 2.24 2.17 3.32
O 2.63 0.63 1.14
O -0.39 -1.31 0.49
C -1.39 -1.35 -0.59
C -2.73 -0.53 -0.17
C -2.84 0.10 1.26
C -4.15 0.84 1.63
C -5.38 0.98 0.65
C -5.25 0.37 -0.80
C -3.93 -0.38 -1.20
H 2.46 -3.35 0.86
H 0.70 -3.74 1.29
H 1.48 -2.30 2.12
H 0.39 -2.70 -0.88
H 1.50 -0.87 -1.93
H 2.87 -1.46 -0.84
H 4.37 2.80 -0.57
H 4.86 1.24 -0.04
H 1.99 1.99 -2.74
H 0.90 2.43 -0.93
H -0.27 1.14 -0.38
H -0.93 -0.95 -1.56
H -1.76 -2.45 -0.72
H -2.03 0.03 2.07
H -4.24 1.33 2.67
H -6.34 1.53 0.99
H -6.15 0.46 -1.50
H -3.91 -0.80 -2.26
Eu 2.80 -4.16 -0.94
*
```

Computed properties:
HOMO (alpha / beta) = -16.76 / -16.76 eV
E = -57310.320 eV
orbital gap (alpha / beta) = 0.17650 / 0.16505 hartree

=====

Record 2
A structure of composition C12H18CaClO10 in a non-equilibrium geometry, computed with ωB97M-V with the def2-TZVPD basis set.

Geometry as ORCA input:
```
! wB97M-V def2-TZVPD RIJCOSX def2/J DEFGRID3
* xyz 1 1
Ca -22.90 15.33 11.38
Cl -19.75 16.27 9.10
O -19.66 16.15 7.65
O -19.86 17.65 9.52
O -20.75 15.58 9.75
O -18.48 15.82 9.56
O -21.08 15.96 12.84
C -20.06 16.14 13.43
O -20.05 15.83 14.72
C -18.76 16.05 15.26
C -17.89 16.62 14.10
C -18.76 16.57 12.88
H -18.37 15.05 15.48
H -18.97 16.86 15.95
H -17.04 15.94 14.10
H -17.64 17.66 14.34
H -18.20 15.93 12.19
H -18.77 17.57 12.46
O -23.63 15.61 9.12
C -23.90 15.47 7.96
O -24.94 15.98 7.50
C -24.91 16.04 6.02
C -23.86 15.08 5.59
C -23.11 14.72 6.96
H -24.54 17.04 5.77
H -25.91 15.70 5.75
H -23.16 15.49 4.86
H -24.34 14.32 4.97
H -22.05 14.92 6.87
H -23.29 13.65 7.10
O -22.51 13.13 10.30
C -21.85 12.20 9.78
O -22.09 10.92 9.95
C -21.33 10.06 9.03
C -20.95 11.13 7.97
C -20.76 12.42 8.64
H -22.06 9.42 8.53
H -20.46 9.64 9.53
H -21.67 11.28 7.16
H -20.02 10.65 7.68
H -20.75 13.33 8.06
H -19.77 12.44 9.10
*
```

Computed properties:
HOMO = -11.50 eV
E = -64159.972 eV
energy above the lowest of the compared OMol25 structures with the same formula, charge and spin = 0.0000 eV
orbital gap = 0.27515 hartree